Record 1
{"formula": "C4H7NO", "method": "the ωB97M-V functional and the def2-TZVPD basis", "symbols": ["C", "C", "N", "C", "C", "O", "H", "H", "H", "H", "H", "H", "H"], "coordinates": [[1.96662, -0.25919, 0.28139], [0.58865, 0.07147, -0.12014], [0.01569, 1.20895, -0.20093], [-1.40229, 0.85877, -0.35964], [-1.30795, -0.59228, 0.06126], [-0.13940, -1.02801, -0.60860], [2.03054, -1.19328, 0.85284], [2.41996, 0.55468, 0.84400], [2.47219, -0.39861, -0.67237], [-2.00374, 1.45765, 0.33054], [-1.79921, 0.97543, -1.37425], [-2.16926, -1.26526, -0.13265], [-0.67181, -0.39033, 1.09855]], "forces_ev_per_a": [[0.3, 0.2, -0.2], [1.1, 0.5, -2.1], [0.4, -0.4, 0.7], [-0.3, 0.0, -0.1], [0.2, 0.3, 1.8], [0.7, 0.4, 0.2], [-0.2, 0.2, -0.2], [0.0, 0.0, -0.2], [0.5, -0.2, 0.1], [0.1, 0.0, -0.2], [0.2, 0.1, 0.0], [0.6, 0.3, 0.7], [-3.7, -1.3, -0.5]], "lowdin_charge": [0.01, -0.50, 0.11, -0.19, -0.19, -0.06, 0.10, 0.09, 0.09, 0.12, 0.12, 0.14, 0.17], "multiplicity": 1, "gap_ev": 10.97, "charge": 0, "relative_energy_kj_mol": 264.9, "e_tot_ev": -7796.8989, "homo_energy_ev": -9.91}

---

Record 2
{"formula": "C4H7NO", "method": "the ωB97M-V functional and the def2-TZVPD basis", "symbols": ["C", "C", "N", "H", "H", "H", "H", "H", "C", "C", "O", "H", "H"], "coordinates": [[-0.40716, -0.44199, -0.91578], [-1.57409, -0.19289, -0.03774], [-1.67591, -0.00147, -1.48658], [0.41121, 0.26641, -0.93936], [-0.10193, -1.47236, -1.09557], [-1.61129, 0.67667, 0.61506], [-2.11111, -1.05660, 0.34937], [-1.58248, 0.99227, -1.69564], [2.03326, -0.20643, 1.04004], [1.26615, 0.86141, 1.03222], [0.61041, 1.83038, 1.02755], [1.73543, -1.15889, 0.61262], [3.00752, -0.09649, 1.49381]], "forces_ev_per_a": [[0.2, -0.1, 0.1], [-0.1, 0.0, 0.3], [-0.1, 0.1, -0.2], [-0.1, -0.1, -0.1], [-0.2, 0.2, -0.2], [0.2, -0.1, -0.2], [0.0, 0.1, -0.2], [-0.2, -0.2, 0.0], [0.0, 0.2, 0.1], [-0.4, 0.5, 0.1], [0.8, -0.9, 0.1], [-0.1, 0.4, 0.1], [0.0, 0.0, 0.0]], "lowdin_charge": [-0.23, -0.19, -0.02, 0.07, 0.10, 0.09, 0.10, 0.09, 0.01, -0.30, 0.15, 0.06, 0.06], "multiplicity": 1, "gap_ev": 10.36, "smiles": "C1CN1.C=C=O", "charge": 0, "relative_energy_kj_mol": 302.0, "e_tot_ev": -7796.5144, "homo_energy_ev": -9.49}

---

Record 3
{"formula": "C4H7NO", "method": "the ωB97M-V functional and the def2-TZVPD basis", "symbols": ["O", "C", "C", "C", "N", "C", "H", "H", "H", "H", "H", "H", "H"], "coordinates": [[1.91251, 0.51813, 0.53989], [1.27330, 0.01857, -0.51835], [0.37976, -1.19273, -0.21995], [-0.89715, -0.42040, -0.00293], [-0.65048, 0.73040, 0.89617], [-0.57174, 0.91131, -0.51940], [1.23788, 0.51692, 1.27266], [0.89764, 0.72246, -1.29776], [0.71763, -1.75933, 0.65676], [0.31253, -1.87726, -1.07154], [-1.88034, -0.87775, 0.01669], [-1.50513, 1.09673, 1.29707], [-1.22640, 1.61297, -1.04930]], "forces_ev_per_a": [[-0.1, 0.1, 0.0], [-1.0, 0.5, 0.1], [-0.1, 0.0, -0.1], [-0.3, -0.4, 0.1], [-0.3, 0.0, 0.5], [-0.1, 0.0, 0.3], [0.2, 0.1, 0.0], [1.3, -0.3, -0.9], [0.1, 0.2, -0.2], [0.0, 0.1, 0.1], [0.0, 0.0, 0.0], [-0.1, -0.1, 0.0], [0.5, -0.2, 0.1]], "lowdin_charge": [-0.02, -0.21, -0.12, -0.29, 0.00, -0.15, 0.10, 0.11, 0.12, 0.11, 0.13, 0.11, 0.12], "multiplicity": 1, "gap_ev": 8.79, "charge": 0, "relative_energy_kj_mol": 542.5, "e_tot_ev": -7794.0216, "homo_energy_ev": -7.79}

---

Record 4
{"formula": "C4H7NO", "method": "the ωB97M-V functional and the def2-TZVPD basis", "symbols": ["C", "C", "O", "C", "C", "N", "H", "H", "H", "H", "H", "H", "H"], "coordinates": [[0.32764, 1.60941, -0.98923], [-0.45377, 0.71678, -0.06262], [-1.21166, 1.12609, 0.79376], [-0.17989, -0.74131, -0.22639], [0.45822, -1.35146, 0.97741], [-0.88484, -1.71347, 0.58711], [0.01838, 1.40502, -2.02006], [1.39838, 1.37383, -0.92446], [0.15775, 2.65625, -0.73754], [0.13443, -1.07898, -1.21220], [0.57733, -0.69993, 1.84203], [1.24235, -2.08530, 0.81553], [-1.55805, -1.21450, 1.16842]], "forces_ev_per_a": [[0.0, 0.1, 0.0], [-0.2, 0.0, 0.2], [0.3, -0.1, -0.3], [0.2, 0.1, -0.1], [0.4, 0.1, 0.1], [-0.3, 0.0, 0.0], [0.0, 0.1, 0.1], [-0.2, 0.0, 0.0], [0.0, -0.1, -0.1], [0.0, 0.1, 0.2], [0.0, -0.1, -0.2], [-0.2, 0.0, 0.1], [0.1, 0.0, 0.0]], "lowdin_charge": [-0.01, -0.43, 0.08, -0.27, -0.13, 0.04, 0.09, 0.09, 0.09, 0.14, 0.12, 0.10, 0.10], "multiplicity": 1, "gap_ev": 10.91, "smiles": "CC(=O)[C@H]1CN1", "charge": 0, "relative_energy_kj_mol": 159.8, "e_tot_ev": -7797.9882, "homo_energy_ev": -9.93}

---

- Look up the charge of the third one.
  0